{"formula": "C4H5DyO", "method": "the ωB97M-V functional and the def2-TZVPD basis", "elements": ["H", "C", "C", "C", "C", "O", "Dy", "H", "H", "H", "H"], "coordinates": [[-0.990058, -2.066462, 0.563508], [-3.533266, 1.176196, -0.351761], [-2.632931, 0.456194, 0.377849], [-2.146003, -0.809273, -0.044444], [-0.746071, -1.092927, -0.080299], [0.137116, -0.314769, 0.329393], [2.567898, -0.190062, 0.914500], [-3.875769, 0.825124, -1.327012], [-2.219694, 0.882948, 1.294742], [-3.796139, 2.195225, -0.067282], [-2.771671, -1.447885, -0.672656]], "forces_ev_per_angstrom": [[2.155, -0.351, -1.638], [-1.101, 0.199, -1.055], [0.900, -1.342, 2.108], [-1.094, 3.302, -4.264], [-1.342, -1.038, 6.865], [0.571, -0.839, -1.982], [0.008, 0.094, -0.040], [-0.375, -0.065, 0.287], [0.133, 0.148, -0.349], [0.211, -0.007, -0.056], [-0.066, -0.101, 0.124]], "e_lumo_ev": [-15.52, -15.86], "fmax_ha_per_bohr": 0.1375, "total_charge": 3, "spin_multiplicity": 7, "e_tot_ev": -30322.5079, "orbital_gap_ev": [7.272, 7.239]}